DFT (ωB97M-V/def2-TZVPD) results for a structure of composition C45H114CuN6O16 in a non-equilibrium geometry.

```
182
Properties=species:S:1:pos:R:3:forces:R:3:lowdin_charge:R:1
Cu 32.02586 19.51853 -25.48967 -1.5 -1.7 -0.4 0.601
C 28.16148 19.07722 -27.65608 0.6 1.0 -0.8 -0.096
C 28.60270 19.88615 -26.44238 1.0 -0.1 -0.4 -0.365
O 29.96486 20.32311 -26.45207 -0.1 -0.8 0.6 -0.190
H 28.28438 19.61230 -28.59772 0.1 0.5 0.0 0.064
H 27.08644 18.90798 -27.59495 0.1 -0.7 0.2 0.075
H 28.82292 18.22159 -27.79204 -0.5 -0.5 0.3 0.054
H 28.31319 19.22782 -25.62330 0.6 0.1 0.8 0.088
H 27.97851 20.77381 -26.33977 -0.1 0.3 0.0 0.104
C 29.78292 15.95345 -24.56955 -0.1 -0.8 0.8 -0.072
C 30.90224 16.58126 -23.74602 1.0 0.9 -0.6 -0.615
C 31.92270 15.52659 -23.22870 -0.5 0.3 -1.0 -0.052
O 31.52688 17.59651 -24.43687 0.7 0.4 -0.3 -0.286
H 30.09947 15.40825 -25.45874 0.5 0.0 -0.1 0.062
H 28.99510 16.63200 -24.89667 0.2 0.3 0.3 0.058
H 29.36055 15.21612 -23.88687 -0.6 -0.3 -0.2 0.055
H 30.48432 16.90677 -22.79340 -0.8 0.7 0.4 0.087
H 32.69169 15.94596 -22.57995 -0.1 0.3 0.0 0.054
H 32.40268 15.17138 -24.14059 0.2 -0.6 0.1 0.067
H 31.39976 14.75215 -22.66755 0.1 -0.3 -0.2 0.043
C 30.87387 21.26307 -23.01737 -1.0 0.2 0.1 -0.083
O 31.85553 20.33747 -23.47299 1.0 1.4 0.6 -0.226
C 33.12765 20.50187 -22.77727 0.1 -0.8 0.3 -0.160
C 34.11348 19.42018 -23.25280 -1.8 0.7 0.5 -0.186
N 34.16164 19.43249 -24.71259 0.6 -0.8 -0.2 -0.045
C 35.13317 18.39840 -25.14538 0.9 0.0 -0.7 -0.148
C 36.62057 18.78924 -24.93598 -0.2 0.3 -0.3 -0.172
O 36.97014 19.89525 -25.82187 -0.2 -1.0 0.3 -0.179
C 38.32648 20.31429 -25.76558 -0.1 -0.1 0.6 -0.104
H 29.90926 21.15297 -23.51285 0.3 -0.8 -0.6 0.083
H 31.08395 22.31631 -23.20350 0.8 0.0 0.1 0.095
H 30.62163 21.11197 -21.96778 0.5 0.0 0.3 0.085
H 32.99904 20.41783 -21.69815 -0.5 -0.5 0.2 0.124
H 33.64078 21.46313 -22.80544 -0.6 0.7 -1.1 0.124
H 33.70111 18.47196 -22.90791 0.2 -0.2 -0.3 0.112
H 35.06782 19.63523 -22.77209 0.2 -0.1 0.0 0.115
H 34.59014 20.30603 -24.98354 0.0 0.4 -0.2 0.118
H 35.00787 18.13563 -26.19578 -0.1 0.6 -0.3 0.107
H 34.94112 17.42704 -24.68965 -0.2 0.3 0.6 0.107
H 37.23067 17.89560 -25.06751 0.2 -0.1 -0.7 0.125
H 36.85481 19.02634 -23.89819 -0.3 0.5 0.2 0.086
H 38.47076 21.20022 -26.38397 -0.4 0.1 0.2 0.091
H 39.08327 19.60595 -26.10264 -0.4 -0.6 -0.3 0.065
H 38.59376 20.51345 -24.72780 0.1 0.4 0.2 0.074
C 30.52881 13.61292 -20.28316 -1.0 0.7 0.4 -0.111
O 30.01521 12.83444 -19.18769 0.0 0.5 -0.7 -0.182
C 30.67215 11.59794 -19.06918 0.7 -0.8 -0.2 -0.247
C 30.08105 10.67733 -17.99054 0.4 1.8 0.3 -0.185
N 30.16678 11.35065 -16.66745 0.2 -0.4 -0.9 -0.066
C 29.44211 10.60705 -15.66102 -0.1 1.1 0.3 -0.215
C 29.25651 11.48344 -14.40102 -0.3 -0.6 -0.2 -0.212
O 28.56814 12.67602 -14.74595 0.3 0.1 -0.2 -0.194
C 28.41596 13.56367 -13.66292 -0.4 0.4 -0.1 -0.121
H 30.34210 13.20668 -21.27725 0.3 -0.8 0.1 0.079
H 31.55464 13.96452 -20.17288 0.3 -0.6 0.2 0.088
H 29.96107 14.54188 -20.33608 -0.3 0.0 0.5 0.071
H 31.73174 11.78746 -18.89761 0.3 0.0 0.4 0.119
H 30.64868 11.06642 -20.02051 -0.2 -0.2 -0.3 0.115
H 30.63155 9.73714 -17.95766 0.1 0.0 -0.1 0.117
H 29.05757 10.45168 -18.28997 -0.4 -0.1 0.1 0.111
H 29.75415 12.26988 -16.73708 -0.1 0.2 -0.2 0.095
H 30.02743 9.70469 -15.48424 -0.3 -0.2 0.5 0.119
H 28.45461 10.36924 -16.05649 -0.4 -0.5 0.2 0.111
H 30.22005 11.68343 -13.93229 0.2 0.3 -0.1 0.119
H 28.62724 10.99442 -13.65741 0.1 -0.5 0.1 0.116
H 27.84403 14.43054 -13.99389 0.2 0.0 -0.4 0.086
H 29.36341 13.92316 -13.26142 0.2 -0.1 0.0 0.087
H 27.81230 13.17411 -12.84320 0.1 -0.6 0.2 0.082
C 27.17334 14.63501 -26.66900 1.1 0.4 0.1 -0.121
O 26.98402 14.00552 -27.87155 -1.5 -1.3 -2.1 -0.210
C 28.10821 13.48310 -28.54603 0.1 0.3 -0.3 -0.201
C 27.71153 13.05423 -29.97971 -1.0 0.7 1.2 -0.209
N 26.59817 12.14637 -29.85635 0.2 -1.6 -0.7 -0.078
C 26.00590 11.77228 -31.15388 -0.6 -0.1 1.1 -0.192
C 24.79906 10.82779 -30.92522 0.5 1.2 -0.6 -0.210
O 23.65871 11.63546 -30.57869 0.5 -1.2 -0.4 -0.187
C 22.50069 10.84605 -30.35891 0.0 0.5 1.0 -0.122
H 27.71215 15.54372 -26.93736 -0.1 0.7 0.8 0.079
H 27.82368 14.05603 -26.01330 0.0 -0.2 0.3 0.080
H 26.20468 14.78692 -26.19283 0.1 0.2 -0.1 0.099
H 28.47612 12.65509 -27.94011 0.3 -0.3 -0.2 0.123
H 28.87296 14.25529 -28.62960 0.4 0.2 0.1 0.110
H 28.54199 12.68626 -30.58224 0.1 -0.5 0.4 0.119
H 27.34631 13.92719 -30.52068 0.2 0.7 -0.1 0.110
H 25.86783 12.59848 -29.32503 0.0 0.1 0.2 0.104
H 26.71481 11.26852 -31.81098 0.3 0.0 0.2 0.114
H 25.70244 12.71650 -31.60607 -0.4 -0.1 -0.7 0.113
H 25.08109 10.09519 -30.16900 -0.2 0.1 0.5 0.117
H 24.61265 10.24181 -31.82520 -0.3 0.1 -0.3 0.112
H 22.70911 10.00936 -29.69212 0.2 -0.1 0.1 0.082
H 21.99259 10.42802 -31.22793 0.3 0.3 -0.5 0.083
H 21.82673 11.51259 -29.82077 -0.3 -0.1 -0.2 0.087
C 41.25500 17.26736 -25.17440 -0.6 -0.5 -1.0 -0.131
O 41.11784 17.30432 -23.79594 -0.2 1.4 0.5 -0.177
C 41.21553 18.64673 -23.30480 -0.3 -0.5 1.5 -0.205
C 41.05592 18.54153 -21.75774 -0.1 0.1 -0.7 -0.194
N 39.87936 17.79281 -21.32384 -0.4 0.8 0.1 -0.052
C 38.60367 18.45668 -21.69405 0.0 -1.0 -0.1 -0.185
C 37.41190 17.52416 -21.37290 0.9 0.4 -0.9 -0.207
O 37.26915 16.60592 -22.43103 0.1 0.1 -1.1 -0.205
C 36.01283 15.96909 -22.45284 0.3 -0.3 0.2 -0.107
H 40.60704 17.94169 -25.73434 0.0 0.9 0.4 0.063
H 40.80770 16.33636 -25.52262 0.9 -0.5 0.1 0.094
H 42.28830 17.45764 -25.46453 0.1 -0.3 -0.3 0.094
H 40.43540 19.30571 -23.68590 -0.3 -0.2 -0.4 0.088
H 42.15284 19.14405 -23.55428 0.4 -0.3 -0.1 0.120
H 40.97410 19.54399 -21.33766 0.2 0.1 0.0 0.114
H 41.94709 18.05374 -21.36278 0.0 0.0 0.1 0.113
H 39.91634 16.91554 -21.82298 -0.2 -0.3 0.0 0.097
H 38.64013 18.68685 -22.75885 -0.5 0.0 -0.2 0.079
H 38.40414 19.40554 -21.19610 0.6 0.0 0.5 0.119
H 36.47827 18.08498 -21.32909 -0.1 0.2 0.5 0.105
H 37.67308 16.99208 -20.45814 -0.4 0.1 0.4 0.127
H 35.80406 15.50651 -23.41747 0.5 -0.1 -0.1 0.088
H 35.19364 16.67401 -22.31100 -0.1 0.1 0.4 0.062
H 36.05962 15.19760 -21.68426 -0.7 -0.1 0.1 0.095
C 31.05453 19.76485 -31.67533 -0.3 -0.2 0.5 -0.086
O 31.37398 19.55041 -30.28331 -0.8 0.4 -0.9 -0.186
C 32.58594 18.85164 -30.08060 0.3 0.2 -1.8 -0.237
C 33.02179 18.97486 -28.67363 1.4 0.2 0.8 -0.212
N 32.03366 18.51716 -27.71788 -1.0 0.0 0.2 -0.034
C 31.63462 17.08556 -27.79435 1.2 -0.6 0.6 -0.149
C 32.85098 16.11493 -27.60336 -1.2 0.5 -0.6 -0.178
O 33.69588 16.16648 -28.75361 0.1 0.4 -0.7 -0.228
C 34.54768 15.03961 -28.94206 -1.2 -0.1 1.3 -0.084
H 30.14181 20.35549 -31.75399 0.1 0.1 0.4 0.085
H 30.83054 18.85250 -32.22809 0.2 -0.5 0.3 0.083
H 31.83041 20.27032 -32.25032 0.4 0.2 0.4 0.082
H 33.32257 19.35241 -30.70885 0.5 -0.1 -0.1 0.123
H 32.49747 17.83072 -30.45206 0.0 -0.3 0.2 0.122
H 33.21954 20.02976 -28.48337 -0.4 0.3 0.1 0.126
H 33.99391 18.52274 -28.47702 -0.1 -0.4 -0.4 0.114
H 31.24346 18.97935 -28.14456 -1.0 0.5 0.9 0.071
H 31.06720 16.79362 -28.67804 0.5 0.3 -0.7 0.118
H 30.88121 16.91308 -27.02576 0.5 0.1 0.6 0.087
H 32.42049 15.11933 -27.49584 0.1 -0.3 0.0 0.115
H 33.37086 16.35774 -26.67661 0.2 0.1 0.1 0.106
H 33.89247 14.16851 -28.94088 0.1 -0.5 -0.1 0.080
H 35.17197 14.98402 -28.05029 0.6 -0.3 -0.2 0.084
H 35.11124 15.03066 -29.87502 -0.1 0.6 0.1 0.089
C 30.53988 17.94912 -20.05358 0.9 0.7 0.2 -0.074
O 31.12273 18.45751 -18.82034 0.1 -0.6 -1.2 -0.183
C 30.18122 19.20933 -18.09996 -0.2 -0.3 0.2 -0.248
C 30.76179 19.72198 -16.81685 0.9 -0.3 0.8 -0.224
N 31.77777 20.76186 -16.92407 0.2 0.7 0.2 -0.059
C 32.23051 21.19540 -15.59056 0.4 0.8 -0.6 -0.213
C 33.48718 22.08995 -15.65155 0.4 -1.2 0.4 -0.179
O 34.66828 21.22478 -15.75213 -1.5 0.3 0.0 -0.197
C 35.82693 21.88623 -16.14830 0.4 0.4 -0.3 -0.147
H 30.76372 18.67039 -20.83956 -0.1 0.2 -0.2 0.071
H 29.45934 17.80825 -20.02720 -0.1 0.0 0.4 0.080
H 31.01734 17.02149 -20.36923 0.1 0.0 0.4 0.073
H 29.40786 18.47868 -17.86300 -0.7 0.4 0.2 0.124
H 29.77926 20.03484 -18.68738 -0.1 0.1 -0.2 0.122
H 31.26207 18.90220 -16.30130 -0.3 -0.7 0.1 0.119
H 29.98517 20.05184 -16.12681 -0.3 0.2 -0.2 0.123
H 32.59631 20.34546 -17.34444 0.1 -0.1 -0.4 0.103
H 32.44211 20.36302 -14.91939 0.1 -0.3 0.1 0.115
H 31.44478 21.78092 -15.11319 -0.2 0.1 -0.1 0.114
H 33.54998 22.66121 -14.72536 0.1 0.0 0.3 0.113
H 33.43526 22.83548 -16.44502 0.1 -0.3 -0.4 0.117
H 35.73609 22.25892 -17.16857 -0.1 0.2 -0.2 0.082
H 36.68838 21.21842 -16.14237 -0.3 -0.3 0.2 0.086
H 36.07737 22.72132 -15.49407 -0.1 0.2 0.2 0.083
C 26.63623 13.89116 -22.57773 0.0 0.5 -0.2 -0.068
C 26.66850 13.72253 -21.05529 1.5 -1.0 -0.2 -0.342
O 25.40541 13.50656 -20.52291 -1.6 0.5 -0.1 -0.060
H 26.35436 14.90499 -22.86199 0.0 0.2 0.2 0.045
H 25.95505 13.27387 -23.16343 -0.1 -0.5 0.6 0.076
H 27.61866 13.74375 -23.02630 0.2 -0.1 0.3 0.056
H 27.24875 14.52684 -20.60306 -0.5 0.8 0.0 0.098
H 27.28386 12.88627 -20.72347 0.3 -0.6 -0.6 0.099
H 25.40413 13.38999 -19.57001 0.4 0.1 0.0 0.088
C 26.74935 17.71316 -22.67026 0.7 1.2 0.1 -0.051
C 27.65160 18.92745 -22.30581 -0.2 -0.5 -0.8 -0.326
O 27.25430 19.49268 -21.08913 -0.5 0.2 1.1 -0.083
H 25.72927 18.07274 -22.80535 -0.1 -0.1 0.2 0.077
H 26.78966 16.95360 -21.88953 0.0 0.1 0.0 0.062
H 27.05199 17.27995 -23.62358 0.2 -0.1 0.1 0.053
H 27.56399 19.72966 -23.03854 0.0 -0.3 -0.7 0.101
H 28.71134 18.68850 -22.21665 0.1 -0.5 -0.4 0.084
H 27.62884 20.37657 -21.08230 -0.1 0.1 0.3 0.077
```
Forces are in eV/Å.

Summary:
Strongest force on any atom ... 2.8 eV/Å
Multiplicity ... 2
HOMO level (spin up / spin down) ... -7.0266 / -6.9621 eV
⟨S²⟩ ... 0.764
Gap between HOMO and LUMO (spin up / spin down) ... 7.28 / 5.62 eV